# 1
This record from the OMol25 dataset describes a structure of composition C35H54BrN3OOsP2. The level of theory is ωB97M-V with the def2-TZVPD basis set.

Atoms and positions in Å:
N1 4.63 3.22 -7.84
C1 4.74 1.92 -7.54
C2 4.23 1.37 -6.36
C3 3.54 2.20 -5.43
C4 3.44 3.59 -5.78
C5 4.00 4.03 -6.99
C6 2.94 1.64 -4.27
Os1 1.55 1.61 -1.63
P1 -5.21 0.78 1.35
C7 1.78 2.20 -3.60
C8 0.64 1.32 -3.36
C9 -0.43 1.89 -2.63
C10 -1.41 1.06 -2.01
C11 -1.20 -0.31 -1.88
C12 0.02 -0.83 -2.32
C13 0.98 -0.02 -2.99
Br1 -2.38 -1.39 -0.86
H1 3.27 0.66 -3.94
H2 1.52 3.25 -3.86
H3 4.34 0.30 -6.19
H4 2.95 4.32 -5.14
H5 5.26 1.29 -8.27
H6 3.96 5.09 -7.27
H7 -0.67 2.95 -2.81
H8 1.84 -0.50 -3.48
H9 -2.31 1.52 -1.60
H10 0.28 -1.86 -2.13
P2 1.15 2.42 0.38
C14 -5.36 -0.37 -0.07
C15 -6.69 -0.39 -0.79
H11 -5.14 -1.37 0.34
H12 -4.55 -0.11 -0.77
H13 -6.63 -1.10 -1.63
H14 -7.50 -0.72 -0.13
H15 -6.95 0.59 -1.20
C16 -4.61 2.38 0.68
C17 -5.35 3.54 1.35
H16 -4.79 2.37 -0.40
H17 -3.53 2.44 0.86
H18 -5.14 4.48 0.83
H19 -6.43 3.38 1.34
H20 -5.04 3.66 2.40
C18 -3.81 0.14 2.33
C19 -4.26 -0.90 3.36
H21 -3.38 1.01 2.85
H22 -3.06 -0.27 1.64
H23 -3.50 -1.02 4.14
H24 -5.19 -0.61 3.85
H25 -4.42 -1.89 2.90
C20 1.14 1.56 2.00
C21 2.06 2.06 3.12
H26 1.32 0.51 1.76
H27 0.09 1.62 2.33
H28 3.10 1.76 2.94
H29 2.01 3.14 3.28
H30 1.73 1.57 4.05
C22 -0.45 3.31 0.49
C23 -0.53 4.64 -0.25
H31 -0.64 3.45 1.57
H32 -1.21 2.60 0.13
H33 0.17 5.37 0.18
H34 -0.33 4.52 -1.32
H35 -1.55 5.03 -0.14
C24 2.54 3.62 0.45
C25 3.78 3.06 -0.22
H36 2.71 3.87 1.51
H37 2.20 4.54 -0.04
H38 4.36 3.88 -0.66
H39 4.42 2.53 0.49
H40 3.53 2.34 -1.05
C26 -0.60 -7.17 1.91
C27 0.88 -6.99 1.69
N2 1.37 -5.61 1.96
C28 1.31 -5.22 3.37
C29 2.06 -6.20 4.26
C30 1.09 -4.66 0.98
O1 0.34 -4.90 0.02
C31 1.81 -3.34 1.08
C32 3.06 -3.21 1.70
C33 3.69 -1.97 1.65
C34 3.10 -0.95 0.89
N3 1.95 -1.09 0.21
C35 1.29 -2.25 0.35
H41 -0.90 -6.89 2.92
H42 -0.86 -8.23 1.75
H43 -1.16 -6.57 1.18
H44 1.45 -7.64 2.35
H45 1.13 -7.21 0.65
H46 1.75 -4.22 3.49
H47 0.25 -5.15 3.70
H48 3.07 -6.39 3.88
H49 2.15 -5.78 5.27
H50 1.53 -7.16 4.34
H51 3.51 -4.07 2.20
H52 4.61 -1.77 2.19
H53 3.57 0.03 0.83
H54 0.31 -2.34 -0.12

Values from the calculation:
Net charge = +4
Highest occupied orbital energy (alpha / beta) = -17.71 / -18.43 eV
<S²> = 6.070
Multiplicity = 5
E_LUMO (alpha / beta) = -0.4390 / -0.4933 hartree

Which charges does Mulliken predict for the atoms? In e, they are:
1. N -0.4041
2. C -0.3769
3. C -0.4910
4. C 0.3344
5. C -0.2972
6. C -0.4698
7. C -0.0718
8. Os 0.6686
9. P 0.3165
10. C -0.2046
11. C -0.6077
12. C -0.6954
13. C -0.5359
14. C 0.1432
15. C -1.2594
16. C -0.2752
17. Br -0.0708
18. H 0.5763
19. H 0.5389
20. H 0.4059
21. H 0.4009
22. H 0.3894
23. H 0.3912
24. H 0.8090
25. H 0.5609
26. H 0.6820
27. H 1.0738
28. P 1.3431
29. C 0.1008
30. C -1.3882
31. H 0.4765
32. H -0.1402
33. H 0.3999
34. H 0.3779
35. H 0.3485
36. C 0.3645
37. C -1.3596
38. H 0.4438
39. H -0.3282
40. H 0.3904
41. H 0.4036
42. H 0.3652
43. C 0.1066
44. C -1.3409
45. H 0.3919
46. H -0.0730
47. H 0.3903
48. H 0.3797
49. H 0.3580
50. C -0.3285
51. C -1.4692
52. H 0.0094
53. H 0.5212
54. H 0.3463
55. H 0.3703
56. H 0.4142
57. C -0.2092
58. C -1.4912
59. H 0.7380
60. H -0.3418
61. H 0.4242
62. H 0.2571
63. H 0.3900
64. C -0.8385
65. C -0.9565
66. H 0.4376
67. H 0.4222
68. H 0.4079
69. H 0.2543
70. H 0.0501
71. C -0.9694
72. C -0.5184
73. N 0.4027
74. C -0.4798
75. C -1.3712
76. C -0.0439
77. O -0.4718
78. C 0.1069
79. C -0.1707
80. C -1.1397
81. C -0.0287
82. N 0.2397
83. C -0.5057
84. H 0.3029
85. H 0.3884
86. H 0.3186
87. H 0.4498
88. H 0.3896
89. H 0.5874
90. H 0.3687
91. H 0.3659
92. H 0.4182
93. H 0.3959
94. H 0.7203
95. H 0.4975
96. H 0.4144
97. H 0.3830

=====

# 2
This record from the OMol25 dataset describes a structure of composition C35H55CaN4OP2. The level of theory is ωB97M-V with the def2-TZVPD basis set.

Atoms and positions in Å:
C1 1.23 2.01 -1.77
C2 0.84 -0.23 -2.32
C3 1.91 2.24 -2.98
C4 1.61 -0.11 -3.49
C5 2.12 1.15 -3.84
H1 2.26 3.24 -3.20
H2 1.79 -0.98 -4.13
H3 2.71 1.28 -4.74
N1 0.66 0.84 -1.47
P1 1.00 2.58 0.99
P2 -1.53 -1.48 -1.36
C6 1.17 3.17 -0.76
H4 2.06 3.82 -0.86
H5 0.31 3.82 -1.02
C7 0.15 -1.49 -1.99
H6 0.29 -2.34 -2.68
C8 -1.91 -3.25 -0.65
C9 -2.43 -1.19 -2.98
C10 2.81 2.13 1.53
C11 0.23 4.03 1.90
C12 -1.73 -3.20 0.89
H7 -2.38 -2.43 1.35
H8 -2.01 -4.18 1.31
H9 -0.70 -2.99 1.20
C13 -3.36 -3.65 -0.91
H10 -4.06 -2.89 -0.55
H11 -3.56 -3.86 -1.97
H12 -3.57 -4.58 -0.36
C14 -0.94 -4.28 -1.22
H13 -1.22 -5.28 -0.83
H14 -0.97 -4.33 -2.32
H15 0.09 -4.07 -0.90
C15 -3.92 -0.90 -2.63
H16 -4.01 -0.19 -1.78
H17 -4.43 -0.42 -3.50
H18 -4.47 -1.83 -2.38
C16 -1.87 0.06 -3.69
H19 -1.84 0.93 -3.03
H20 -0.88 -0.13 -4.09
H21 -2.52 0.31 -4.54
C17 -2.28 -2.40 -3.90
H22 -1.24 -2.78 -3.93
H23 -2.96 -3.24 -3.64
H24 -2.53 -2.08 -4.94
C18 0.16 3.67 3.39
H25 -0.34 4.48 3.93
H26 -0.43 2.75 3.55
H27 1.15 3.52 3.85
C19 -1.21 4.25 1.40
H28 -1.26 4.49 0.33
H29 -1.87 3.39 1.61
H30 -1.62 5.12 1.95
C20 1.03 5.32 1.65
H31 1.19 5.50 0.58
H32 0.46 6.17 2.05
H33 2.00 5.32 2.16
C21 3.59 1.51 0.37
H34 3.79 2.23 -0.43
H35 4.57 1.16 0.74
H36 3.07 0.64 -0.05
C22 2.71 1.08 2.67
H37 2.29 0.12 2.31
H38 3.73 0.88 3.04
H39 2.10 1.44 3.53
C23 3.56 3.36 2.05
H40 3.61 4.16 1.29
H41 3.14 3.76 2.99
H42 4.60 3.06 2.27
Ca1 -0.41 0.10 0.72
C24 -2.13 1.43 -0.55
O1 -2.77 2.22 -1.07
N2 1.08 -1.59 0.64
C25 1.55 -2.23 -0.27
C26 2.74 -3.08 -0.69
C27 2.55 -3.67 -2.09
C28 3.90 -2.09 -0.77
C29 2.89 -4.17 0.39
H43 1.63 -4.28 -2.18
H44 2.49 -2.86 -2.84
H45 3.41 -4.32 -2.35
H46 4.02 -1.57 0.19
H47 4.86 -2.59 -1.00
H48 3.69 -1.35 -1.56
H49 3.41 -5.08 0.02
H50 3.48 -3.77 1.23
H51 1.89 -4.49 0.78
N3 -6.39 1.91 3.44
C30 -5.32 1.44 3.56
C31 -4.00 0.84 3.68
C32 -3.52 0.36 4.90
C33 -2.26 -0.21 4.94
C34 -1.51 -0.28 3.77
N4 -1.97 0.19 2.59
C35 -3.20 0.74 2.53
H52 -4.15 0.44 5.80
H53 -1.84 -0.61 5.86
H54 -0.51 -0.72 3.76
H55 -3.56 1.09 1.55

Values from the calculation:
Net charge = +1
Highest occupied orbital energy = -8.89 eV
E_LUMO = -0.1157 hartree

Which charges does Mulliken predict for the atoms? In e, they are:
1. C -0.5269
2. C -0.8132
3. C -0.9445
4. C -0.5107
5. C -1.2142
6. H 0.5752
7. H 0.4272
8. H 0.4421
9. N 2.4859
10. P 0.2267
11. P 0.3293
12. C -1.6426
13. H 0.7011
14. H 0.6796
15. C -1.1471
16. H 0.7978
17. C 2.3035
18. C 1.8779
19. C 2.2737
20. C 1.7942
21. C -1.7760
22. H 0.2510
23. H 0.5954
24. H 0.1550
25. C -1.8915
26. H 0.3344
27. H 0.2777
28. H 0.5454
29. C -1.3272
30. H 0.6189
31. H 0.1666
32. H -0.1559
33. C -1.5266
34. H 0.1216
35. H 0.4643
36. H 0.3033
37. C -1.6950
38. H 0.0420
39. H 0.3317
40. H 0.7075
41. C -1.2008
42. H 0.0542
43. H 0.2065
44. H 0.4861
45. C -1.5590
46. H 0.4970
47. H 0.1580
48. H 0.2467
49. C -1.6208
50. H 0.3097
51. H 0.0954
52. H 0.6121
53. C -1.6034
54. H 0.2572
55. H 0.5241
56. H 0.3204
57. C -1.8120
58. H 0.3027
59. H 0.6306
60. H 0.0574
61. C -1.5371
62. H 0.1720
63. H 0.5308
64. H 0.2152
65. C -1.9818
66. H 0.3704
67. H 0.3447
68. H 0.5140
69. Ca 2.0167
70. C 0.1663
71. O -0.2614
72. N -0.7660
73. C -0.5425
74. C 2.3588
75. C -1.3943
76. C -1.6530
77. C -1.4787
78. H 0.2441
79. H 0.1765
80. H 0.5190
81. H 0.3483
82. H 0.4886
83. H 0.2362
84. H 0.4010
85. H 0.3684
86. H 0.2270
87. N -0.4486
88. C -0.2861
89. C 0.2529
90. C -0.1260
91. C -0.8839
92. C -0.5086
93. N -0.1479
94. C -0.6335
95. H 0.4967
96. H 0.4383
97. H 0.5562
98. H 0.5881

=====

# 3
This record from the OMol25 dataset describes a structure of composition C35H55F15O15. The level of theory is ωB97M-V with the def2-TZVPD basis set.

Atoms and positions in Å:
C1 -0.45 -2.08 -1.14
C2 -1.12 -3.30 -1.77
O1 -2.42 -3.56 -1.22
C3 -2.58 -4.03 0.03
O2 -1.69 -4.11 0.88
C4 -4.05 -4.34 0.37
F1 -4.77 -4.49 -0.76
F2 -4.06 -5.50 1.10
F3 -4.57 -3.32 1.07
H1 0.48 -1.73 -1.60
H2 -0.33 -2.26 -0.08
H3 -1.10 -1.21 -1.24
H4 -0.44 -4.15 -1.72
H5 -1.26 -3.18 -2.85
C5 4.39 2.30 -1.62
C6 3.30 1.81 -0.68
O3 3.92 1.20 0.45
C7 4.40 -0.08 0.31
O4 4.22 -0.81 -0.66
C8 5.15 -0.59 1.54
F4 4.42 -1.60 2.04
F5 6.37 -1.05 1.23
F6 5.23 0.35 2.49
H6 4.97 3.04 -1.07
H7 3.96 2.78 -2.50
H8 5.06 1.50 -1.94
H9 2.59 1.18 -1.22
H10 2.83 2.74 -0.35
C9 -0.63 -1.92 2.95
C10 -2.10 -2.37 3.18
O5 -2.88 -1.23 3.26
C11 -3.48 -0.79 2.12
O6 -3.33 -1.35 0.96
C12 -4.57 0.34 2.34
F7 -5.42 0.04 3.32
F8 -3.88 1.38 2.74
F9 -5.19 0.58 1.22
H11 -0.49 -1.12 2.22
H12 -0.03 -2.75 2.59
H13 -0.29 -1.51 3.90
H14 -2.05 -2.79 4.19
H15 -2.41 -3.15 2.49
C13 -2.63 3.04 1.45
C14 -1.98 1.82 0.91
O7 -2.97 0.91 0.36
C15 -2.77 0.30 -0.89
O8 -1.67 0.46 -1.56
C16 -3.89 -0.59 -1.49
F10 -4.48 0.07 -2.47
F11 -3.40 -1.80 -1.77
F12 -4.89 -0.79 -0.63
H16 -3.28 3.59 0.77
H17 -1.90 3.77 1.79
H18 -3.23 2.80 2.33
H19 -1.37 1.26 1.62
H20 -1.31 2.15 0.12
C17 2.74 -1.21 -1.92
C18 3.24 -0.09 -2.87
O9 2.18 0.82 -3.05
C19 2.47 1.96 -3.70
O10 3.59 2.30 -4.02
C20 1.21 2.88 -3.80
F13 1.09 3.32 -5.06
F14 0.09 2.16 -3.52
F15 1.23 3.90 -3.02
H21 2.52 -0.76 -0.95
H22 3.29 -2.15 -1.89
H23 1.81 -1.58 -2.35
H24 3.59 -0.53 -3.81
H25 4.11 0.41 -2.45
C21 -0.46 3.55 4.06
C22 -0.91 2.37 3.20
O11 -0.36 2.07 2.09
C23 -2.06 1.46 3.64
H26 0.42 3.30 4.65
H27 -1.19 3.90 4.79
H28 -0.21 4.44 3.48
H29 -2.90 2.07 3.99
H30 -1.69 0.85 4.46
H31 -2.34 0.83 2.80
C24 -0.51 2.62 -0.96
C25 0.99 2.41 -0.95
O12 1.45 1.26 -0.95
C26 1.90 3.67 -1.05
H32 -1.05 1.81 -1.45
H33 -0.71 3.52 -1.55
H34 -0.80 2.71 0.08
H35 1.42 4.39 -1.72
H36 2.87 3.38 -1.46
H37 2.13 4.21 -0.14
C27 0.23 -0.12 -1.97
C28 -0.79 -0.62 -2.95
O13 -1.01 -1.80 -3.14
C29 -1.55 0.38 -3.76
H38 1.07 0.32 -2.49
H39 0.71 -0.95 -1.46
H40 -0.21 0.55 -1.23
H41 -1.01 1.33 -3.77
H42 -2.53 0.52 -3.31
H43 -1.68 0.09 -4.80
C30 0.25 -3.48 1.09
C31 1.47 -2.90 0.39
O14 1.39 -2.63 -0.81
C32 2.72 -2.66 1.22
H44 0.48 -4.19 1.88
H45 -0.50 -3.89 0.43
H46 -0.28 -2.64 1.54
H47 3.34 -3.56 1.33
H48 2.22 -2.38 2.15
H49 3.28 -1.91 0.67
C33 1.76 -0.54 0.03
C34 0.85 -0.49 1.25
O15 0.98 -1.23 2.23
C35 -0.38 0.44 1.13
H50 2.25 0.41 -0.21
H51 1.26 -0.98 -0.83
H52 2.58 -1.16 0.39
H53 -0.10 1.34 0.58
H54 -0.71 0.81 2.10
H55 -1.14 -0.16 0.62

Values from the calculation:
Highest occupied orbital energy = -6.70 eV
E_LUMO = -0.0103 hartree

These are the Mulliken partial charges, in e, on atoms 1 to 99:
1. C 0.8122
2. C -1.7815
3. O -0.3155
4. C 0.8800
5. O -0.7852
6. C 0.7605
7. F -0.2725
8. F -0.3039
9. F -0.0949
10. H 0.7867
11. H 0.3602
12. H -0.1531
13. H 0.3044
14. H 0.5796
15. C -1.8774
16. C 0.6011
17. O -0.3745
18. C 0.4403
19. O -0.3620
20. C 0.8208
21. F -0.2193
22. F -0.2899
23. F -0.2737
24. H 0.2934
25. H 0.6081
26. H 0.6012
27. H -0.4521
28. H 0.1555
29. C -0.3033
30. C -0.7175
31. O -0.2994
32. C -0.1009
33. O -0.3003
34. C 0.8727
35. F -0.3667
36. F -0.4038
37. F -0.1784
38. H -0.4782
39. H -0.0797
40. H 0.6315
41. H 0.5571
42. H -0.0314
43. C -1.6939
44. C 1.6525
45. O -0.0973
46. C 0.0567
47. O -0.1125
48. C 0.1480
49. F -0.3367
50. F -0.1107
51. F -0.2185
52. H 0.3991
53. H 0.2784
54. H 0.2803
55. H -2.6742
56. H -0.5771
57. C -1.0312
58. C -1.5133
59. O 0.0203
60. C 0.4175
61. O -0.5140
62. C 0.9231
63. F -0.3565
64. F -0.5575
65. F -0.2762
66. H 0.0748
67. H 0.7668
68. H 0.8546
69. H 0.5876
70. H 0.3815
71. C -1.8528
72. C 1.0553
73. O -0.2931
74. C -0.0411
75. H 0.3979
76. H 0.4424
77. H 0.3867
78. H 0.5951
79. H 0.4019
80. H -0.4532
81. C -1.4473
82. C 1.5743
83. O -0.5098
84. C -1.3868
85. H -0.1137
86. H 1.0600
87. H -0.2138
88. H 0.8308
89. H 0.2010
90. H 0.4764
91. C 0.0357
92. C 0.5232
93. O -0.4588
94. C -1.2114
95. H 0.2178
96. H -0.6632
97. H 1.6532
98. H 0.2196
99. H 0.0781

=====

# 4
This record from the OMol25 dataset describes a structure of composition C35H55N4OP2PtS. The level of theory is ωB97M-V with the def2-TZVPD basis set.

Atoms and positions in Å:
C1 2.04 -1.82 -1.41
C2 2.06 0.37 -2.32
C3 2.86 -2.25 -2.45
C4 2.74 -0.10 -3.47
C5 3.20 -1.39 -3.50
H1 3.24 -3.27 -2.39
H2 2.93 0.63 -4.25
H3 3.76 -1.76 -4.36
N1 1.64 -0.54 -1.36
P1 -0.13 -2.34 0.32
P2 1.19 2.28 -0.52
C6 1.53 -2.81 -0.35
H4 1.50 -3.83 -0.76
H5 2.22 -2.86 0.50
C7 1.88 1.74 -2.09
H6 2.32 2.39 -2.85
C8 -0.22 3.55 -0.64
C9 2.83 3.12 0.01
C10 -1.33 -3.27 -0.85
C11 -0.17 -3.35 1.95
C12 -1.53 3.02 -0.03
H7 -1.39 2.65 0.99
H8 -2.26 3.84 0.00
H9 -1.96 2.21 -0.62
C13 0.11 4.83 0.14
H10 0.23 4.62 1.21
H11 0.99 5.36 -0.24
H12 -0.75 5.51 0.06
C14 -0.50 3.87 -2.11
H13 -1.34 4.59 -2.14
H14 0.35 4.34 -2.63
H15 -0.81 2.97 -2.66
C15 2.78 3.64 1.45
H16 2.45 2.87 2.16
H17 3.81 3.92 1.72
H18 2.15 4.53 1.56
C16 4.00 2.12 -0.05
H19 3.83 1.26 0.61
H20 4.21 1.77 -1.06
H21 4.90 2.64 0.31
C17 3.13 4.29 -0.98
H22 2.40 4.43 -1.78
H23 3.22 5.24 -0.43
H24 4.10 4.11 -1.46
C18 -1.61 -3.44 2.46
H25 -1.59 -3.85 3.48
H26 -2.09 -2.45 2.49
H27 -2.23 -4.12 1.86
C19 0.66 -2.62 3.01
H28 1.73 -2.57 2.75
H29 0.28 -1.61 3.21
H30 0.58 -3.20 3.95
C20 0.44 -4.75 1.82
H31 0.54 -5.15 2.84
H32 -0.18 -5.45 1.27
H33 1.44 -4.73 1.37
C21 -0.93 -2.96 -2.30
H34 -1.64 -3.45 -2.98
H35 -0.94 -1.88 -2.52
H36 0.06 -3.37 -2.53
C22 -2.78 -2.83 -0.56
H37 -2.91 -1.75 -0.64
H38 -3.43 -3.32 -1.31
H39 -3.12 -3.14 0.43
C23 -1.34 -4.80 -0.69
H40 -0.35 -5.25 -0.77
H41 -1.83 -5.11 0.24
H42 -1.95 -5.20 -1.51
Pt1 0.36 0.13 0.25
C24 1.69 0.07 1.53
O1 2.47 0.06 2.40
N2 -2.42 0.12 -1.02
C25 -2.91 0.27 -2.09
C26 -3.07 0.58 -3.46
C27 -4.32 0.61 -4.09
C28 -1.89 0.77 -4.21
C29 -4.38 0.93 -5.46
H43 -5.22 0.38 -3.53
C30 -1.97 1.13 -5.56
H44 -0.92 0.62 -3.73
C31 -3.21 1.17 -6.20
H45 -5.35 0.97 -5.96
H46 -1.04 1.35 -6.09
H47 -3.25 1.36 -7.28
S1 -1.62 0.14 1.91
C32 -1.15 0.25 3.59
N3 -1.77 -0.51 4.52
C33 -1.19 -0.78 5.84
C34 -0.45 0.44 6.35
C35 0.46 1.02 5.30
N4 -0.20 1.10 3.99
H48 -2.51 -1.12 4.17
H49 -0.51 -1.64 5.77
H50 -2.01 -1.06 6.52
H51 0.15 0.16 7.22
H52 -1.17 1.19 6.67
H53 1.37 0.40 5.19
H54 0.78 2.03 5.56
H55 0.20 1.69 3.27

Values from the calculation:
Net charge = +3
Highest occupied orbital energy (alpha / beta) = -15.37 / -16.15 eV
<S²> = 6.053
Multiplicity = 5
E_LUMO (alpha / beta) = -0.2911 / -0.4387 hartree

Which charges does Mulliken predict for the atoms? In e, they are:
1. C 0.2456
2. C 1.3169
3. C -0.6881
4. C -1.0835
5. C -0.9972
6. H 0.6366
7. H 0.6224
8. H 0.5145
9. N 0.1573
10. P -0.6103
11. P -0.0459
12. C -2.0175
13. H 0.8118
14. H 0.7863
15. C -1.7726
16. H 0.4071
17. C 2.3775
18. C 2.0990
19. C 2.1892
20. C 2.1608
21. C -1.3752
22. H 0.2772
23. H 0.6379
24. H 0.0033
25. C -1.8819
26. H 0.2909
27. H 0.3695
28. H 0.5818
29. C -1.7764
30. H 0.4833
31. H 0.3159
32. H 0.3728
33. C -1.7282
34. H 0.1166
35. H 0.5998
36. H 0.4196
37. C -1.7706
38. H 0.2212
39. H 0.3895
40. H 0.6663
41. C -1.7502
42. H 0.3591
43. H 0.4820
44. H 0.3222
45. C -2.0986
46. H 0.5656
47. H 0.1792
48. H 0.4214
49. C -1.5605
50. H 0.2513
51. H 0.0103
52. H 0.7358
53. C -1.7523
54. H 0.5336
55. H 0.3743
56. H 0.3369
57. C -1.9479
58. H 0.6224
59. H 0.2944
60. H 0.2349
61. C -1.3084
62. H -0.0496
63. H 0.5787
64. H 0.2439
65. C -1.8851
66. H 0.3245
67. H 0.4085
68. H 0.5686
69. Pt 2.8645
70. C 0.1143
71. O -0.4907
72. N -0.6773
73. C 0.4569
74. C 0.4905
75. C -0.6099
76. C -0.0820
77. C -0.5634
78. H 0.4999
79. C -0.6647
80. H 0.2419
81. C -0.5490
82. H 0.4167
83. H 0.4385
84. H 0.4106
85. S 0.0659
86. C -0.2533
87. N 0.1133
88. C -0.4318
89. C -0.7805
90. C -0.4965
91. N 0.0763
92. H 0.4252
93. H 0.1882
94. H 0.4524
95. H 0.3801
96. H 0.3277
97. H 0.2592
98. H 0.4988
99. H 0.0600

=====

Number 1: total energy -4951.27726 hartree, molar mass 864.9 g mol⁻¹. Number 2: total energy -3021.07204 hartree, molar mass 649.9 g mol⁻¹. Number 3: total energy -3990.59244 hartree, molar mass 1000.8 g mol⁻¹. Number 4: total energy -2860.14491 hartree, molar mass 836.9 g mol⁻¹.